Below is 9 unconnected molecules or ions with the total composition C22H63NO18 at a distorted geometry, with properties calculated with wB97M-V/def2-TZVPD.

Results
Spin multiplicity = 2
Kohn-Sham gap (spin up / spin down) = 0.3160 / 0.1330 hartree
⟨S²⟩ = 0.754
Strongest force on any atom = 3.728 eV Å⁻¹
Charge = +1

Structure (XYZ):
```
104
Properties=species:S:1:pos:R:3:forces:R:3
O 2.9190 -0.4108 4.5183 0.680 1.075 0.903
O -8.4537 4.7201 -0.8466 1.738 0.223 0.416
O 4.1416 -3.2668 5.3665 -1.523 0.326 0.658
O 1.4728 -3.9812 -1.9341 -0.922 -0.831 -0.227
O -0.5471 4.9750 0.1665 0.446 0.133 -0.646
O 0.6097 -5.7077 3.6461 -0.129 0.986 -0.143
O 4.8303 1.2541 -4.8192 -0.314 -2.449 -0.037
O 4.4872 -3.5187 2.3234 -0.295 -0.862 0.591
O -3.9870 1.3783 0.5212 0.049 -0.499 -1.927
O 1.4320 -4.4895 1.0238 0.079 0.101 -0.545
O 0.1222 1.6459 -2.9062 -0.355 0.473 0.685
O 3.8342 2.0834 -2.6120 0.724 -0.635 0.025
O -0.5600 -6.0386 -2.1969 -0.448 -0.659 -0.378
O 3.4208 1.5289 2.3648 0.029 -0.663 -0.835
O 1.6308 1.7387 -5.6068 0.298 -0.469 0.170
O 2.5948 -1.3202 0.3267 1.800 0.533 0.505
O -2.5876 3.2576 1.7670 0.944 0.805 -0.269
O 1.8246 1.2548 -0.4581 0.499 0.572 -0.127
N -5.7229 3.8862 1.0337 0.384 -1.275 -1.934
C -0.2911 4.0493 1.1987 -1.435 0.579 0.530
C -1.3019 2.9240 1.1799 0.674 -0.646 0.424
C 1.5432 -1.1006 -0.5544 -0.932 -2.139 -0.724
C 0.2755 1.7942 -5.2962 -1.500 0.114 -1.052
C -5.8543 4.5682 -0.2337 -2.719 1.374 -0.836
C -7.1116 4.3223 -1.2547 -0.579 -1.142 0.621
C -6.1103 2.4877 1.0489 -0.474 -0.103 1.282
C 5.2517 -4.1539 3.3802 0.224 1.729 0.416
C 5.2813 -3.2468 4.6396 3.369 -0.104 -1.592
C 3.7680 0.6424 -2.7588 -0.945 0.654 -0.219
C -9.5240 4.4388 -1.8267 2.076 0.074 1.151
C 0.8207 -6.3296 -2.2967 0.616 0.353 1.980
C 0.9419 0.2026 -0.2373 -1.697 0.372 1.203
C -3.3428 0.4999 -0.4837 -0.051 -0.218 -0.638
C 1.4985 -4.5673 3.4621 0.442 -1.345 0.465
C -5.3428 1.5453 0.1053 0.164 -0.096 0.039
C 1.1484 -3.8014 2.2209 0.298 -0.106 0.169
C -0.1802 0.9727 -4.1215 1.509 0.069 0.899
C 1.4715 -5.1095 -2.8313 1.845 1.600 -1.130
C 4.6488 0.1112 -3.9055 0.603 1.878 1.143
C 2.0107 0.6503 4.2311 -0.773 0.229 -1.593
C 2.4826 1.8686 3.3865 2.090 -0.747 -0.586
H 3.0447 2.5984 3.9692 -0.778 0.258 0.597
H -3.3493 -0.5620 -0.2375 -0.485 0.123 0.616
H 4.3313 1.6402 2.6480 -0.141 -0.120 0.246
H 0.9835 -4.8294 -3.7649 -0.182 0.102 -0.221
H -6.7811 4.7961 -2.1790 -0.046 0.405 0.016
H -7.2295 3.2667 -1.4997 0.479 -0.323 -0.034
H 1.7446 -2.8893 2.1934 0.077 0.029 0.099
H 2.5412 -5.1217 -3.0402 0.029 -1.051 -0.281
H -0.2987 1.3885 -6.1292 0.314 -0.120 -0.514
H 0.6915 0.1480 0.8222 0.147 0.039 0.563
H -5.4970 1.9227 -0.9056 0.646 -0.029 -0.266
H 5.6091 -0.2403 -3.5282 0.416 0.520 0.178
H 3.6262 -2.6339 4.8612 -0.963 0.106 0.303
H 2.8332 -0.4136 5.4745 0.728 -0.648 0.255
H 5.2177 1.9376 -4.2675 -0.052 0.129 0.124
H 5.5992 -2.2353 4.3869 -0.664 0.573 -0.836
H -0.0362 2.8381 -5.2614 -0.278 0.143 0.552
H -0.0225 0.4988 -0.6499 0.158 -0.559 -0.810
H -9.4471 3.3823 -2.0836 -0.331 -0.050 -0.194
H -7.1710 2.5572 0.8077 -0.101 -0.627 -0.288
H 2.7137 0.5305 -3.0116 -0.084 -0.898 -0.257
H -4.8957 4.4421 -0.7370 0.206 -0.397 -0.379
H -5.9077 5.6499 -0.1103 0.253 0.154 0.693
H 0.1004 -3.5030 2.2467 -0.295 -0.080 0.122
H 3.9209 0.2037 -1.7728 0.337 -0.458 -0.184
H -5.7729 0.5448 0.1514 -0.686 0.172 0.109
H 1.1650 -6.3907 -1.2643 0.064 -0.297 0.211
H -1.2316 0.6861 -4.0980 -0.062 0.156 -0.394
H 0.7224 3.6482 1.1921 -0.058 0.163 -0.636
H -2.3091 0.6893 -0.7731 0.110 0.870 0.957
H 1.8373 -1.2547 -1.5926 0.118 0.400 -0.237
H 0.4630 0.0930 -4.1008 -0.374 -0.551 -0.505
H 1.7082 2.3290 2.7729 -0.616 0.014 0.865
H 2.8527 -2.2268 0.1448 0.409 -0.282 0.313
H 4.2520 -0.8452 -4.2457 -0.599 0.676 -1.149
H 3.1599 2.2131 -1.9411 -0.097 0.555 0.249
H -10.4176 4.6589 -1.2427 -0.026 0.076 -0.590
H 2.5603 0.9939 0.1007 0.815 0.476 0.288
H 1.5778 -3.9001 4.3204 -0.705 0.069 0.253
H 0.6147 -4.0574 -1.5105 -0.231 0.426 0.506
H -3.2171 2.6258 1.4118 0.204 -0.499 -0.142
H -1.3810 2.5192 0.1709 -0.323 0.373 -0.236
H 1.0605 -7.2970 -2.7379 -0.093 0.228 -0.536
H 5.0468 -2.8994 1.8491 0.167 0.013 0.176
H -5.9996 2.0355 2.0345 -0.001 0.555 0.277
H 4.8002 -5.0900 3.7086 -0.173 -0.046 -0.562
H -9.3062 5.0724 -2.6865 -0.657 -0.027 -0.095
H -1.3763 5.4048 0.3887 0.025 0.115 -0.021
H -4.9284 4.1736 1.5872 0.368 0.322 0.653
H -0.4158 4.6057 2.1276 0.188 -0.262 0.526
H -0.7894 2.1315 1.7252 -0.469 -0.395 0.579
H -3.8357 0.6026 -1.4504 -0.416 0.087 0.116
H 0.8762 1.2237 -2.4882 0.088 0.165 0.054
H 6.1917 -3.4082 5.2170 -0.208 -1.286 0.664
H 2.1088 2.2529 -4.9521 0.371 0.058 0.106
H 0.9438 -1.9753 -0.3018 -1.405 0.382 -0.554
H 1.3331 -5.4384 1.1311 -0.192 -0.060 0.295
H 6.2690 -4.3103 3.0214 0.064 -0.274 0.101
H 1.0979 -6.3625 4.1506 -0.083 -0.019 0.047
H 1.2736 0.0663 3.6799 -0.835 0.870 -0.090
H 2.4803 -5.0405 3.4477 0.392 0.548 -0.686
H -0.9076 -6.3293 -3.0432 -0.576 0.181 -0.025
H 1.6266 1.1256 5.1337 -0.378 -0.432 0.172
```
Forces are in eV/Å.